#w
Density functional theory data (ωB97M-V/def2-TZVPD) for a gas-phase ion, C4H12N3S (charge +1).

Geometry as ORCA input:
```
! RIJCOSX wB97M-V def2-TZVPD def2/J DEFGRID3
* xyz 1 1
C -0.471 1.801 0.243
C 0.348 0.890 1.201
C -0.679 -0.960 -0.676
C -1.795 -1.955 -0.508
N 1.831 -0.078 -0.693
N 3.099 0.330 -0.136
N -1.546 1.266 -0.519
S 0.658 -0.709 0.409
H -0.800 2.646 0.895
H 0.332 2.088 -0.548
H 1.425 1.216 1.278
H 0.001 0.527 2.138
H -0.491 -0.879 -1.704
H -2.724 -1.469 -0.779
H -1.806 -2.031 0.633
H -1.620 -2.873 -0.961
H 3.408 1.146 -0.583
H 3.832 -0.253 -0.392
H -2.375 0.855 0.014
H 1.932 -0.741 -1.407
*
```

Properties
**HOMO-LUMO gap (alpha / beta)**: 8.31 / 8.31 eV
**Lowest unoccupied orbital energy (alpha / beta)**: -0.1904 / -0.1904 Eh

#x
Density functional theory data (ωB97M-V/def2-TZVPD) for 2 unconnected molecules or ions with the total composition C4H12N3S.

Geometry as ORCA input:
```
! RIJCOSX wB97M-V def2-TZVPD def2/J DEFGRID3
* xyz 1 1
C 1.542 -2.680 -1.651
C -2.287 2.182 2.564
C 0.538 -1.573 -2.100
C -0.893 1.949 2.308
N -0.601 -0.219 -0.728
N 0.476 -0.403 -1.245
N -0.322 1.249 1.395
S 1.835 0.623 -1.034
H 1.134 -3.726 -1.859
H 2.390 -2.459 -2.159
H 1.780 -2.659 -0.572
H -2.534 2.616 3.491
H -2.739 1.265 2.564
H -2.655 2.889 1.859
H -0.457 -2.011 -2.238
H 0.680 -1.178 -3.075
H -0.175 2.226 3.084
H -0.648 0.536 0.026
H 0.680 1.121 1.620
H 2.259 0.252 -2.250
*
```

Properties
**HOMO-LUMO gap**: 9.38 eV
**Lowest unoccupied orbital energy**: -0.1702 Eh

It is #x that is the most stable of them.

#w
Density functional theory data (ωB97M-V/def2-TZVPD) for 2 unconnected molecules or ions with the total composition C3H9S.

Geometry as ORCA input:
```
! RIJCOSX wB97M-V def2-TZVPD def2/J DEFGRID3
* xyz -1 1
C -1.054 -1.476 -0.225
C 0.123 -1.722 -1.135
H -0.721 -0.821 0.600
H -1.738 -0.808 -0.884
H -1.485 -2.399 0.068
H -0.278 -2.270 -2.018
H 0.918 -2.433 -0.810
H 0.720 -0.893 -1.524
C 0.679 2.654 1.229
S 0.901 1.353 -0.119
H -0.172 2.287 1.979
H 0.562 3.658 0.903
H 1.545 2.871 1.936
*
```

Properties
**HOMO-LUMO gap**: 6.55 eV
**Lowest unoccupied orbital energy**: 0.1596 Eh

#x
Density functional theory data (ωB97M-V/def2-TZVPD) for 2 unconnected molecules or ions with the total composition C3H9S.

Geometry as ORCA input:
```
! RIJCOSX wB97M-V def2-TZVPD def2/J DEFGRID3
* xyz -1 1
C -1.260 -0.347 0.440
C -2.164 0.487 1.393
H -0.359 -0.676 0.958
H -1.033 0.143 -0.513
H -1.748 -1.307 0.196
H -2.707 1.159 0.727
H -2.696 -0.163 2.111
H -1.536 1.093 2.064
C 2.704 -0.161 -1.380
S 2.706 1.131 -2.657
H 3.678 -0.218 -0.862
H 1.893 0.026 -0.681
H 2.523 -1.168 -1.796
*
```

Properties
**HOMO-LUMO gap**: 5.41 eV
**Lowest unoccupied orbital energy**: 0.1277 Eh

It is #x that is the most stable of them.

#w
Density functional theory data (ωB97M-V/def2-TZVPD) for 3 unconnected molecules or ions with the total composition C4H13NOS2.

Geometry as ORCA input:
```
! RIJCOSX wB97M-V def2-TZVPD def2/J DEFGRID3
* xyz 0 1
S 3.417 0.642 0.560
S -1.580 1.477 -0.412
C -0.003 1.474 0.351
C 0.135 0.183 1.168
C 0.402 -0.992 0.252
N -0.325 -1.028 -1.005
C 0.297 -0.326 -2.119
H 4.654 0.271 0.891
H 0.829 1.713 -0.321
H 0.087 2.296 1.085
H 1.009 0.273 1.816
H -0.759 0.141 1.788
H 0.288 -1.915 0.824
H 1.488 -0.916 0.019
H -0.832 -1.872 -1.218
H -0.514 -0.130 -2.834
H 0.861 0.546 -1.830
H 0.923 -0.986 -2.739
H -2.906 0.165 0.900
H -4.217 -0.448 1.387
O -3.254 -0.567 1.434
*
```

Properties
**HOMO-LUMO gap**: 3.37 eV
**Lowest unoccupied orbital energy**: -0.1469 Eh

#x
Density functional theory data (ωB97M-V/def2-TZVPD) for 3 unconnected molecules or ions with the total composition C4H13NOS2.

Geometry as ORCA input:
```
! RIJCOSX wB97M-V def2-TZVPD def2/J DEFGRID3
* xyz 0 1
N -0.464 -2.637 -0.929
C -0.774 -1.211 -1.177
C 0.214 -0.498 -2.089
S 0.116 1.243 -1.637
S 1.159 -1.289 1.319
C 0.589 0.399 1.220
C 1.320 1.361 2.154
H -0.452 -3.184 -1.779
H 0.442 -2.587 -0.488
H -1.799 -1.028 -1.547
H -0.552 -0.728 -0.239
H 0.292 -0.565 -3.185
H 1.231 -0.854 -1.710
H -0.493 0.548 1.319
H 0.760 0.652 0.106
H 0.940 1.053 3.121
H 2.413 1.364 2.147
H 0.978 2.398 1.971
H -1.330 1.810 0.017
H -2.535 2.276 0.820
O -2.054 1.478 0.586
*
```

Properties
**HOMO-LUMO gap**: 5.46 eV
**Lowest unoccupied orbital energy**: -0.1196 Eh

It is #x that is the most stable of them.

#w
Density functional theory data (ωB97M-V/def2-TZVPD) for 2 unconnected molecules or ions with the total composition C3H5NSe.

Geometry as ORCA input:
```
! RIJCOSX wB97M-V def2-TZVPD def2/J DEFGRID3
* xyz 0 1
C 1.012 0.270 -1.959
C -0.562 -0.946 0.569
C 0.425 1.150 -1.024
N 1.458 -0.489 -2.694
Se -1.316 0.592 -0.384
H -1.367 -1.436 1.108
H -0.125 -1.629 -0.155
H 0.196 -0.596 1.267
H 1.080 1.458 -0.215
H 0.303 2.545 -1.877
*
```

Properties
**HOMO-LUMO gap**: 8.99 eV
**Lowest unoccupied orbital energy**: -0.0039 Eh

#x
Density functional theory data (ωB97M-V/def2-TZVPD) for C3H5NSe in the gas phase.

Geometry as ORCA input:
```
! RIJCOSX wB97M-V def2-TZVPD def2/J DEFGRID3
* xyz 0 1
C 0.370 -0.952 -0.455
N 0.470 0.071 -1.190
C 0.013 1.341 -0.760
Se -1.279 0.895 0.953
C -0.189 -0.811 0.979
H 0.647 -1.917 -0.630
H 0.718 1.926 -0.335
H -0.711 1.797 -1.454
H -0.797 -1.643 1.354
H 0.759 -0.707 1.538
*
```

Properties
**HOMO-LUMO gap**: 9.01 eV
**Lowest unoccupied orbital energy**: 0.0220 Eh

It is #x that is the most stable of them.

#w
Density functional theory data (ωB97M-V/def2-TZVPD) for C17H21N3O4S in the gas phase.

Geometry as ORCA input:
```
! RIJCOSX wB97M-V def2-TZVPD def2/J DEFGRID3
* xyz 0 1
C 5.108 -1.741 2.030
O 4.740 -2.156 0.733
C 3.819 -1.427 0.060
C 3.507 -1.861 -1.233
C 2.581 -1.187 -1.998
C 1.934 -0.057 -1.497
O 0.960 0.578 -2.229
C 1.446 1.510 -3.185
C 2.254 0.372 -0.220
S 1.507 1.856 0.481
O 2.068 1.998 1.795
O 1.652 2.948 -0.436
N -0.108 1.578 0.694
C -0.449 0.468 1.545
C -1.849 0.719 2.126
N -2.801 0.915 1.059
C -3.504 -0.114 0.488
C -3.754 -1.333 1.145
C -4.542 -2.275 0.522
C -5.074 -2.008 -0.735
C -4.777 -0.783 -1.299
N -4.021 0.131 -0.720
C -2.430 2.043 0.227
C -1.045 1.807 -0.383
C 3.177 -0.298 0.559
H 5.862 -2.453 2.361
H 4.256 -1.767 2.715
H 5.536 -0.734 2.021
H 4.008 -2.737 -1.613
H 2.338 -1.532 -2.992
H 1.882 2.377 -2.680
H 0.578 1.817 -3.765
H 2.188 1.049 -3.843
H 0.300 0.424 2.336
H -0.449 -0.480 0.982
H -2.143 -0.103 2.774
H -1.819 1.638 2.720
H -3.351 -1.541 2.123
H -4.744 -3.217 1.012
H -5.692 -2.727 -1.249
H -5.157 -0.506 -2.275
H -3.175 2.148 -0.559
H -2.410 2.937 0.855
H -0.693 2.678 -0.932
H -1.090 0.944 -1.059
H 3.373 0.104 1.540
*
```

Properties
**HOMO-LUMO gap**: 8.64 eV
**Lowest unoccupied orbital energy**: 0.0252 Eh

#x
Density functional theory data (ωB97M-V/def2-TZVPD) for C17H21N3O4S in the gas phase.

Geometry as ORCA input:
```
! RIJCOSX wB97M-V def2-TZVPD def2/J DEFGRID3
* xyz 0 1
C 3.198 1.418 1.826
C 4.652 1.458 1.358
N 4.813 1.380 -0.073
S 5.024 -0.106 -0.784
O 6.047 -0.788 -0.051
O 5.194 0.152 -2.182
C 3.479 -0.979 -0.547
C 3.393 -1.987 0.395
C 2.184 -2.617 0.612
C 1.047 -2.236 -0.110
N -0.152 -2.885 0.146
C -1.467 -2.432 0.069
O -2.376 -3.228 0.143
N -1.583 -1.083 -0.031
C -2.741 -0.312 -0.166
C -4.016 -0.841 -0.245
C -5.125 -0.012 -0.384
C -6.495 -0.611 -0.483
C -4.930 1.357 -0.442
C -3.656 1.904 -0.366
C -2.555 1.082 -0.230
O -1.245 1.509 -0.148
C -0.996 2.891 -0.219
C 1.167 -1.251 -1.098
C 2.380 -0.624 -1.306
H 2.716 0.491 1.524
H 3.158 1.494 2.909
H 2.643 2.253 1.402
H 5.125 2.382 1.708
H 5.214 0.612 1.758
H 4.234 1.998 -0.616
H 4.281 -2.259 0.944
H 2.105 -3.407 1.344
H -0.086 -3.830 0.498
H -0.745 -0.524 0.051
H -4.140 -1.911 -0.194
H -6.643 -1.043 -1.472
H -6.617 -1.407 0.248
H -7.262 0.142 -0.320
H -5.777 2.018 -0.548
H -3.543 2.976 -0.416
H -1.339 3.313 -1.169
H 0.085 2.999 -0.146
H -1.469 3.427 0.610
H 0.324 -1.006 -1.725
H 2.494 0.125 -2.074
*
```

Properties
**HOMO-LUMO gap**: 8.58 eV
**Lowest unoccupied orbital energy**: 0.0131 Eh

It is #x that is the most stable of them.

#w
Density functional theory data (ωB97M-V/def2-TZVPD) for C5H9NO4 in the gas phase.

Geometry as ORCA input:
```
! RIJCOSX wB97M-V def2-TZVPD def2/J DEFGRID3
* xyz 0 1
H 2.310 1.592 0.245
N 1.532 0.976 -0.430
C 0.624 0.922 0.419
O 1.283 1.676 1.650
C -0.649 0.144 0.641
O -0.401 -1.233 0.506
C -1.792 0.698 -0.244
O -1.833 2.087 -0.116
C -3.152 0.110 0.160
C -3.682 -1.101 -0.539
O -3.772 0.685 1.032
H 0.842 1.292 2.421
H -0.948 0.304 1.689
H -0.385 -1.491 -0.423
H -1.597 0.428 -1.296
H -2.454 2.277 0.605
H -4.548 -1.493 0.007
H -3.961 -0.863 -1.574
H -2.895 -1.867 -0.572
*
```

Properties
**HOMO-LUMO gap**: 10.74 eV
**Lowest unoccupied orbital energy**: 0.0187 Eh

#x
Density functional theory data (ωB97M-V/def2-TZVPD) for C5H9NO4 in the gas phase.

Geometry as ORCA input:
```
! RIJCOSX wB97M-V def2-TZVPD def2/J DEFGRID3
* xyz 0 1
N 1.446 0.569 -0.647
C -0.160 0.474 -0.885
C -1.316 -0.307 -0.216
C -0.639 -1.557 0.475
C 0.817 -1.582 1.147
O 1.760 -2.029 0.563
O 0.961 -1.001 2.456
C -0.618 2.031 -0.760
O -1.626 2.385 -1.293
O 0.174 2.732 -0.018
H 1.816 -0.369 -0.360
H 1.767 0.955 -1.535
H -0.116 0.296 -1.916
H -1.844 0.388 0.487
H -2.054 -0.672 -1.075
H -1.330 -1.907 1.193
H -0.505 -2.336 -0.165
H 0.522 -0.130 2.370
H 0.946 2.057 0.179
*
```

Properties
**HOMO-LUMO gap**: 10.18 eV
**Lowest unoccupied orbital energy**: 0.0102 Eh

#y
Density functional theory data (ωB97M-V/def2-TZVPD) for C5H9NO4 in the gas phase.

Geometry as ORCA input:
```
! RIJCOSX wB97M-V def2-TZVPD def2/J DEFGRID3
* xyz 0 1
H -0.430 -1.939 0.939
N -0.835 -1.678 1.838
C -1.329 -0.510 1.767
O -1.818 0.077 2.863
C -1.157 0.486 0.651
O -0.641 -0.172 -0.474
C -0.173 0.675 -1.462
C 1.005 0.139 -2.235
O 1.568 -1.057 -1.807
C 1.201 1.297 -1.283
O 1.911 1.041 -0.123
H -1.143 -0.049 3.574
H -0.475 1.283 0.988
H -2.136 0.947 0.437
H -0.938 1.240 -2.003
H 1.048 0.307 -3.313
H 0.883 -1.625 -1.435
H 1.368 2.296 -1.687
H 2.194 0.116 -0.149
*
```

Properties
**HOMO-LUMO gap**: 10.05 eV
**Lowest unoccupied orbital energy**: 0.0217 Eh

#z
Density functional theory data (ωB97M-V/def2-TZVPD) for C5H9NO4 in the gas phase.

Geometry as ORCA input:
```
! RIJCOSX wB97M-V def2-TZVPD def2/J DEFGRID3
* xyz 0 1
N 0.585 1.631 -0.152
C 0.994 0.252 0.434
C -0.149 -0.638 0.929
C -1.598 -0.228 0.619
C -1.967 -0.344 -0.828
O -2.904 -1.002 -1.269
O -1.346 0.550 -1.544
C 1.726 -0.464 -0.798
O 1.973 0.172 -1.801
O 2.103 -1.800 -0.683
H 1.383 2.054 -0.539
H 0.407 2.269 0.619
H 1.813 0.380 1.159
H -0.175 -0.721 2.014
H -0.120 -1.695 0.640
H -2.393 -0.498 1.348
H -1.472 0.862 0.611
H -0.712 1.099 -1.055
H 1.851 -1.880 0.296
*
```

Properties
**HOMO-LUMO gap**: 9.93 eV
**Lowest unoccupied orbital energy**: 0.0038 Eh

It is #z that is the most stable of them.